Record 1
Molecular formula: C32H80F8N2O40S14V
Method: DFT, ωB97M-V/def2-TZVPD

Structure (XYZ):
```
177
Properties=species:S:1:pos:R:3:lowdin_charge:R:1
O -8.018 -16.032 -1.344 -0.295
V -6.684 -15.158 -1.193 0.827
O -5.604 -16.009 -0.432 -0.266
N -5.975 -14.863 -3.179 -0.323
S -6.905 -14.071 -4.407 0.614
O -7.583 -14.919 -5.346 -0.219
O -6.406 -12.790 -4.846 -0.231
F -8.058 -13.751 -3.228 -0.247
S -5.056 -15.457 -4.297 0.493
O -4.325 -14.562 -5.155 -0.236
O -5.441 -16.804 -4.767 -0.249
F -3.867 -15.765 -3.242 -0.197
C -9.483 -14.678 1.737 -0.615
F -10.081 -14.709 3.002 0.085
F -9.617 -15.837 1.213 0.202
F -10.101 -13.752 1.046 0.150
S -7.576 -14.242 1.827 0.779
O -7.520 -13.313 3.000 -0.291
O -6.939 -15.521 2.103 -0.279
N -7.237 -13.689 0.202 -0.370
S -6.903 -12.214 0.362 0.591
O -7.875 -11.504 1.229 -0.318
O -5.515 -11.920 0.753 -0.278
C -7.070 -11.273 -1.382 -0.542
F -8.237 -11.592 -1.971 0.109
F -6.949 -9.933 -1.228 0.137
F -6.009 -11.650 -2.133 0.099
O -6.846 -6.391 -1.118 -0.331
S -6.018 -5.841 -0.014 0.759
O -6.556 -5.344 1.301 -0.327
O -4.926 -7.063 0.416 -0.271
C -5.363 -8.152 1.179 -0.310
C -4.254 -8.974 1.823 -0.036
C -4.782 -4.610 -0.685 -0.094
H -6.123 -8.711 0.634 0.103
H -5.928 -7.735 2.012 0.095
H -4.759 -9.645 2.517 0.069
H -3.541 -8.367 2.381 0.088
H -3.809 -9.555 1.015 0.074
H -4.114 -4.380 0.145 0.066
H -5.326 -3.723 -1.007 0.064
H -4.259 -5.037 -1.540 0.067
O -15.970 -12.567 3.458 -0.290
S -15.330 -13.878 3.485 0.655
O -15.596 -14.762 2.356 -0.285
O -13.707 -13.689 3.603 -0.260
C -13.229 -12.733 4.536 -0.284
C -11.713 -12.626 4.532 -0.047
C -15.720 -14.714 5.078 -0.093
H -13.552 -12.882 5.566 0.108
H -13.663 -11.760 4.310 0.118
H -11.297 -12.121 5.404 0.091
H -11.275 -12.200 3.629 0.074
H -11.245 -13.604 4.423 0.041
H -15.271 -14.163 5.905 0.061
H -15.484 -15.774 4.991 0.058
H -16.803 -14.657 5.193 0.070
O -9.728 -9.341 5.038 -0.305
S -8.681 -8.617 4.375 0.616
O -8.098 -7.505 5.094 -0.297
O -7.447 -9.649 4.016 -0.278
C -7.218 -10.716 4.995 -0.243
C -6.752 -10.139 6.375 -0.045
C -9.196 -8.069 2.737 -0.110
H -6.419 -11.283 4.517 0.087
H -8.085 -11.374 5.054 0.105
H -7.674 -9.975 6.933 0.070
H -6.198 -9.211 6.234 0.083
H -6.196 -10.991 6.767 0.069
H -9.597 -8.911 2.174 0.046
H -8.263 -7.638 2.375 0.053
H -9.938 -7.280 2.866 0.084
O -3.380 -19.731 0.862 -0.289
S -3.806 -20.362 2.103 0.675
O -2.866 -20.979 3.036 -0.299
O -4.992 -19.506 2.941 -0.279
C -5.824 -18.601 2.204 -0.273
C -7.243 -19.169 2.187 -0.050
C -4.942 -21.645 1.645 -0.144
H -5.432 -18.270 1.242 0.105
H -5.736 -17.679 2.779 0.100
H -7.522 -19.576 3.159 0.087
H -7.428 -19.796 1.315 0.072
H -7.993 -18.423 1.921 0.067
H -5.496 -21.271 0.784 0.065
H -5.586 -22.017 2.442 0.078
H -4.371 -22.503 1.288 0.066
O -1.090 -13.387 -1.123 -0.295
S -1.359 -12.482 -2.234 0.734
O -0.761 -11.122 -2.482 -0.319
O -1.419 -13.419 -3.613 -0.290
C -0.863 -12.992 -4.805 -0.314
C -0.820 -14.114 -5.850 -0.041
C -3.194 -12.327 -2.254 -0.114
H 0.104 -12.641 -4.443 0.110
H -1.392 -12.107 -5.156 0.118
H -0.386 -13.869 -6.820 0.077
H -1.825 -14.484 -6.050 0.064
H -0.218 -14.878 -5.359 0.080
H -3.528 -11.902 -3.201 0.071
H -3.469 -11.690 -1.414 0.054
H -3.687 -13.295 -2.166 0.047
O -11.771 -12.995 -6.436 -0.303
S -10.531 -12.226 -6.343 0.751
O -9.177 -12.838 -6.679 -0.304
O -10.732 -10.874 -7.385 -0.278
C -12.016 -10.316 -7.382 -0.328
C -11.632 -8.891 -7.706 -0.078
C -10.579 -11.312 -4.837 -0.116
H -12.543 -10.220 -6.432 0.113
H -12.660 -10.735 -8.155 0.124
H -11.048 -8.593 -6.835 0.074
H -12.399 -8.119 -7.757 0.079
H -11.043 -8.878 -8.624 0.085
H -11.594 -11.014 -4.572 0.087
H -9.865 -10.514 -5.040 0.080
H -10.139 -11.897 -4.030 0.050
O -12.163 -7.941 -1.501 -0.334
S -10.804 -8.458 -1.122 0.782
O -10.203 -8.102 0.202 -0.324
O -10.780 -10.156 -1.460 -0.297
C -10.910 -11.004 -0.245 -0.246
C -12.361 -11.011 0.255 -0.052
C -9.557 -8.097 -2.482 -0.078
H -10.219 -10.807 0.574 0.086
H -10.602 -12.015 -0.513 0.082
H -13.027 -11.555 -0.415 0.064
H -12.910 -10.070 0.246 0.074
H -12.396 -11.479 1.239 0.073
H -9.079 -7.161 -2.195 0.046
H -10.097 -7.868 -3.401 0.059
H -8.875 -8.944 -2.562 0.044
O -11.708 -17.056 -3.145 -0.296
S -12.241 -16.107 -4.101 0.696
O -13.654 -16.090 -4.406 -0.292
O -11.676 -14.550 -3.726 -0.265
C -11.210 -14.377 -2.457 -0.322
C -12.455 -14.352 -1.560 -0.064
C -11.300 -16.318 -5.742 -0.055
H -10.507 -13.545 -2.410 0.102
H -10.661 -15.241 -2.083 0.097
H -13.232 -15.085 -1.342 0.083
H -12.995 -13.431 -1.776 0.071
H -12.103 -14.236 -0.535 0.057
H -11.347 -17.384 -5.965 0.069
H -10.341 -15.812 -5.631 0.050
H -11.885 -15.602 -6.319 0.040
O -13.223 -18.900 4.867 -0.323
S -12.050 -18.120 4.486 0.730
O -10.643 -18.661 4.598 -0.327
O -12.275 -17.654 2.867 -0.254
C -13.634 -17.215 2.617 -0.290
C -13.960 -17.415 1.142 -0.053
C -12.188 -16.501 5.363 -0.091
H -13.800 -16.195 2.964 0.070
H -14.387 -17.829 3.110 0.108
H -13.225 -17.010 0.446 0.069
H -14.908 -16.917 0.943 0.074
H -14.012 -18.468 0.864 0.084
H -11.655 -15.777 4.746 0.045
H -11.656 -16.586 6.311 0.071
H -13.238 -16.390 5.634 0.051
O -2.928 -12.396 6.387 -0.283
S -3.368 -12.806 5.082 0.645
O -3.500 -11.868 4.028 -0.292
O -2.273 -13.956 4.597 -0.259
C -2.225 -14.243 3.216 -0.299
C -0.839 -14.830 2.999 -0.065
C -4.956 -13.934 5.096 -0.050
H -2.380 -13.385 2.563 0.113
H -2.952 -14.972 2.858 0.116
H -0.039 -14.243 3.450 0.075
H -0.553 -14.691 1.956 0.078
H -0.715 -15.793 3.494 0.081
H -5.904 -13.399 5.152 0.035
H -4.675 -14.509 5.978 0.053
H -5.010 -14.591 4.228 0.044
```

As for the strongest force on any atom: 10.12 eV Å⁻¹. Its spin multiplicity is 1. The total energy is -11703.57548 Ha. Its net charge is -1. For the HOMO energy, the calculation gives -8.910 eV.



Record 2
Molecular formula: C3H7N3O2
Method: DFT, ωB97M-V/def2-TZVPD

Structure (XYZ):
```
15
Properties=species:S:1:pos:R:3:nbo_charge:R:1
C 0.455 1.753 0.048 0.264
C -0.023 -1.569 -0.905 -0.354
C -0.979 -2.249 0.108 0.787
H 0.929 3.642 1.212 0.421
H 0.998 2.095 1.995 0.400
H 0.096 2.404 -0.828 0.185
H 0.168 0.324 -1.658 0.351
H 1.065 -1.824 -0.820 0.207
H -0.460 -1.949 -1.897 0.237
H -0.633 -0.627 1.194 0.511
N 0.898 2.550 1.078 -0.819
N 0.462 0.432 0.238 -0.432
N -0.224 -0.162 -0.902 -0.478
O -1.170 -1.507 1.225 -0.698
O -1.581 -3.312 -0.090 -0.584
```

As for the strongest force on any atom: 4.11 eV Å⁻¹. Its energy above the lowest of the compared OMol25 structures with the same formula, charge and spin is 75.2 kcal/mol. Its spin multiplicity is 1. The total energy is -433.20295 Ha. Its net charge is 0. Its SMILES is N/C=N/NCC(=O)O. For the HOMO energy, the calculation gives -8.596 eV.



Record 3
Molecular formula: C32H35ClFIrN4O5S
Method: DFT, ωB97M-V/def2-TZVPD

Structure (XYZ):
```
80
Properties=species:S:1:pos:R:3:lowdin_spin:R:1
Ir 1.171 -1.100 -2.197 0.001
O 2.872 -1.824 -1.366 0.001
N 2.674 -2.756 -0.418 0.008
C 3.794 -3.243 0.164 0.000
C 3.722 -4.231 1.101 0.001
C 2.465 -4.740 1.451 0.000
C 1.344 -4.230 0.853 0.004
C 1.445 -3.214 -0.109 0.009
S 0.067 -2.593 -0.940 0.004
H 4.704 -2.789 -0.195 0.000
H 4.632 -4.609 1.543 0.000
H 2.380 -5.535 2.179 0.000
H 0.358 -4.610 1.080 0.000
F 1.316 1.424 4.220 0.000
C 0.495 1.791 3.211 0.000
C 0.633 1.187 1.995 0.000
C -0.167 1.583 0.923 0.000
C -0.018 0.912 -0.375 0.000
O 0.901 0.072 -0.475 0.000
C -0.934 1.306 -1.396 0.000
C -1.796 2.328 -1.126 0.000
N -1.893 2.993 0.044 0.000
C -2.856 4.062 0.178 0.000
C -2.948 5.076 -0.918 0.000
C -2.352 5.459 0.404 0.000
C -1.105 2.603 1.115 0.000
C -1.258 3.179 2.380 0.000
C -0.462 2.787 3.441 0.000
N -0.654 3.406 4.705 0.000
C -0.439 4.838 4.821 0.000
C -1.556 5.411 5.710 0.000
N -2.080 4.281 6.557 0.000
C -0.948 3.464 7.107 0.000
C -0.293 2.712 5.933 0.000
C -1.078 0.739 -2.811 0.000
O -1.791 1.358 -3.581 0.000
O -0.505 -0.376 -3.095 0.000
H 1.374 0.412 1.846 0.000
H -2.454 2.648 -1.923 0.000
H -3.777 3.763 0.665 0.000
H -3.932 5.439 -1.171 0.000
H -2.271 4.970 -1.754 0.000
H -2.921 6.102 1.061 0.000
H -1.279 5.592 0.436 0.000
H -2.020 3.928 2.542 0.000
H -0.474 5.305 3.840 0.000
H 0.544 5.060 5.254 0.000
H -2.397 5.791 5.133 0.000
H -1.201 6.189 6.383 0.000
H -2.632 3.673 5.948 0.000
H -2.685 4.632 7.299 0.000
H -1.338 2.789 7.864 0.000
H -0.266 4.167 7.581 0.000
H -0.661 1.688 5.880 0.000
H 0.784 2.671 6.113 0.000
Cl 1.204 -7.362 -1.153 0.022
C 0.236 -6.543 -2.353 0.119
C -1.035 -7.018 -2.590 -0.015
C -1.850 -6.378 -3.519 0.144
C -1.375 -5.254 -4.196 -0.011
C -0.104 -4.787 -3.960 0.116
C 0.768 -5.419 -3.033 0.048
C 2.044 -4.899 -2.803 0.488
H -1.388 -7.885 -2.049 -0.004
H -2.847 -6.752 -3.705 0.009
H -2.011 -4.744 -4.909 -0.004
H 0.264 -3.901 -4.462 0.005
H 2.361 -4.013 -3.335 0.026
H 2.708 -5.370 -2.092 0.030
C 1.984 -2.092 -6.226 0.000
C 1.313 -1.284 -5.125 0.000
C 1.690 0.188 -5.229 0.000
O 1.754 -1.838 -3.888 0.000
H 1.594 -1.805 -7.204 0.000
H 1.805 -3.158 -6.081 0.000
H 3.062 -1.923 -6.216 0.000
H 0.227 -1.382 -5.215 0.000
H 2.770 0.295 -5.104 0.000
H 1.181 0.779 -4.464 0.000
H 1.407 0.600 -6.200 0.000
```

As for the strongest force on any atom: 0.45 eV Å⁻¹. Its energy above the lowest of the compared OMol25 structures with the same formula, charge and spin is 43.7 kcal/mol. Its spin multiplicity is 2. The total energy is -2897.86853 Ha. Its net charge is +1. For the HOMO energy (spin up / spin down), the calculation gives -8.136 / -8.938 eV.



Record 4
Molecular formula: C23H30N4O7ReSb
Method: DFT, ωB97M-V/def2-TZVPD

Structure (XYZ):
```
66
Properties=species:S:1:pos:R:3:lowdin_spin:R:1
Re 0.188 0.244 0.221 0.854
O 1.937 0.209 4.175 0.004
C 1.191 0.254 3.126 0.006
O 1.508 0.682 2.023 0.000
C -0.201 -0.225 3.277 0.013
C -0.774 -0.681 4.450 -0.004
C -2.107 -1.063 4.429 0.019
C -2.814 -0.961 3.234 -0.002
C -2.160 -0.496 2.112 0.011
N -0.867 -0.133 2.119 -0.008
C -2.709 -0.304 0.748 0.008
O -3.941 -0.467 0.405 0.006
O -1.902 0.077 -0.106 -0.004
H 2.853 0.504 4.008 0.000
H -0.178 -0.725 5.353 0.000
H -2.592 -1.429 5.325 0.001
H -3.858 -1.246 3.197 0.000
H -4.549 -0.710 1.123 0.000
O 2.124 0.088 -0.434 0.012
C 3.275 0.952 -0.759 0.005
C 2.842 2.369 -0.963 0.001
C 2.374 3.062 0.326 0.001
C 0.919 3.429 0.264 0.008
C 0.584 4.777 0.295 -0.001
C -0.718 5.198 0.107 0.014
C -1.678 4.230 -0.146 -0.001
C -1.294 2.911 -0.148 0.012
N -0.030 2.473 0.083 0.010
H 2.431 -0.703 0.220 0.000
H 3.733 0.515 -1.643 0.000
H 3.949 0.841 0.091 0.000
H 2.040 2.383 -1.704 0.000
H 3.668 2.913 -1.424 0.000
H 2.941 3.975 0.483 0.000
H 2.568 2.434 1.195 0.001
H 1.375 5.497 0.451 0.000
H -0.970 6.250 0.133 0.001
H -2.711 4.485 -0.341 0.000
H -2.035 2.160 -0.357 0.000
C -2.316 0.188 -3.049 -0.005
Sb -0.293 -0.035 -2.508 -0.020
C 0.562 1.525 -3.679 -0.003
C 0.544 -1.721 -3.473 -0.002
H -2.411 -0.108 -4.094 -0.001
H -2.604 1.233 -2.954 0.000
H -2.942 -0.450 -2.436 0.000
H 0.218 1.356 -4.701 -0.001
H 1.648 1.470 -3.677 0.000
H 0.232 2.513 -3.359 0.000
H 1.020 -1.380 -4.389 0.000
H -0.256 -2.422 -3.694 0.000
H 1.285 -2.200 -2.836 0.000
C -1.407 -4.915 -0.910 0.000
N -0.431 -4.057 -0.218 -0.001
C 0.562 -4.600 0.539 0.006
C 1.550 -3.847 1.063 -0.002
C 1.534 -2.451 0.804 0.006
O 2.513 -1.707 1.063 0.015
N 0.420 -1.876 0.212 0.025
C -0.495 -2.701 -0.439 0.006
O -1.323 -2.242 -1.218 0.011
H -1.433 -5.878 -0.409 0.000
H -1.116 -5.051 -1.950 0.000
H -2.388 -4.453 -0.871 0.000
H 0.534 -5.677 0.643 0.000
H 2.384 -4.280 1.592 0.000
```

As for the strongest force on any atom: 1.25 eV Å⁻¹. Its energy above the lowest of the compared OMol25 structures with the same formula, charge and spin is 15.5 kcal/mol. Its spin multiplicity is 2. The total energy is -1957.81939 Ha. Its net charge is +3. For the HOMO energy (spin up / spin down), the calculation gives -17.212 / -17.193 eV.